# 1
The following is a quantum chemistry calculation of a 13-piece molecular cluster, C25H76N10O17 overall, from the OMol25 dataset.

Positions of all 128 atoms, in Å:
C -6.48882 11.40585 13.56608
C -7.36484 10.10254 13.47661
C -6.49900 8.89289 13.05821
O -7.86547 9.72300 14.68399
H -5.74626 11.21881 14.30802
H -7.04676 12.30369 13.84812
H -6.07645 11.60840 12.55370
H -8.17187 10.20896 12.76285
H -6.14845 9.07223 12.05434
H -6.96675 7.92821 12.99507
H -5.63240 8.78710 13.74268
H -8.45348 10.43590 15.03059
C -6.02732 16.16160 16.97596
C -5.81315 14.66555 17.06608
C -4.33401 14.38111 17.07734
O -6.61778 14.26265 18.15366
H -7.08709 16.40128 17.19512
H -5.79013 16.51763 15.97731
H -5.45442 16.67813 17.77909
H -6.25133 14.21482 16.18789
H -3.88858 14.80984 17.94635
H -3.84927 14.80737 16.18166
H -4.07911 13.35085 17.20189
H -6.48490 13.32762 18.40313
C -5.24223 11.11215 20.97299
C -6.43164 10.74960 20.12701
C -7.73804 11.17910 20.81536
O -6.36038 11.35638 18.80989
H -4.27061 10.79971 20.51933
H -5.28824 10.71172 22.00365
H -5.17145 12.22586 21.06357
H -6.47355 9.65867 19.99503
H -7.78201 12.29855 20.93631
H -7.81017 10.75893 21.82785
H -8.61669 10.89916 20.23003
H -5.47250 11.04226 18.50386
C -10.66057 5.80660 16.52737
C -11.17896 5.72980 15.09422
C -10.43035 6.77458 14.21206
O -11.20609 4.36460 14.63350
H -9.61979 5.37423 16.46660
H -11.27708 5.30489 17.21777
H -10.51474 6.86635 16.81580
H -12.21321 6.10617 15.12578
H -10.58275 7.72557 14.65578
H -10.79948 6.69579 13.17021
H -9.38471 6.52619 14.12264
H -10.47523 3.86725 14.97919
C -15.18685 11.58423 16.66334
O -15.48911 11.01647 17.70557
N -13.92738 12.14823 16.37077
N -16.09759 11.64498 15.59391
H -13.20922 11.73877 16.87086
H -13.70826 12.46787 15.44233
H -16.01960 12.42807 14.97464
H -17.02877 11.48689 15.94661
C -14.37676 8.45314 14.81525
O -13.67968 8.65336 13.82434
N -15.64429 7.86724 14.74579
N -13.94311 8.76076 16.06203
H -15.93368 7.52434 13.84385
H -16.16865 7.79199 15.58635
H -12.98467 9.14683 16.16868
H -14.56620 8.96563 16.83380
C -10.22414 15.25528 15.74442
O -11.06651 14.42688 16.00465
N -8.89565 14.97464 15.34238
N -10.39133 16.65159 15.76394
H -8.14654 15.63089 15.51004
H -8.66771 13.97675 15.41187
H -11.18628 16.98049 16.35294
H -9.98397 17.41955 15.20146
C -10.37492 6.89091 20.50606
O -11.52500 6.84912 20.15269
N -9.70094 5.80924 21.04812
N -9.51055 7.81135 20.07443
H -8.72681 5.92177 21.25762
H -10.31137 4.99395 21.00862
H -10.02176 8.70330 19.97828
H -8.64105 7.83272 20.60020
C -10.70139 13.73851 19.67349
O -10.67158 13.41164 20.85330
N -11.68696 13.49008 18.78088
N -9.67127 14.35940 19.09293
H -12.57279 13.18722 19.22782
H -11.69461 13.78857 17.86187
H -8.80307 14.24844 19.59826
H -9.53932 14.24898 18.10464
C -13.64788 10.94740 20.77919
C -12.45042 10.20486 20.25894
O -11.18826 10.69373 20.53852
O -14.14383 12.03268 20.06949
H -13.26281 11.33419 21.72916
H -14.45779 10.25723 20.93888
H -12.70990 10.23862 19.18089
H -12.50360 9.21188 20.64084
H -11.08469 11.62762 20.77660
H -14.58583 11.57305 19.33250
C -10.84823 9.67221 11.79857
C -11.13926 11.08281 12.39798
O -11.94335 11.07045 13.55726
O -12.06685 9.09556 11.30144
H -10.28426 9.02756 12.48534
H -10.23774 9.78023 10.87750
H -11.67284 11.62196 11.60678
H -10.20191 11.57393 12.60400
H -12.48628 10.28469 13.44902
H -12.57644 8.84662 12.08880
C -4.77932 8.73982 16.95444
C -6.17068 8.14328 17.22179
O -6.05844 7.45784 18.49529
O -4.26840 9.43918 18.07411
H -4.79763 9.49759 16.13027
H -4.15464 7.90834 16.66146
H -6.56912 7.51306 16.41378
H -6.86605 8.98836 17.45633
H -5.87819 6.51185 18.42555
H -4.47287 8.94574 18.86716
C -9.41009 11.01670 17.21639
C -10.06206 9.70753 16.86790
O -11.32649 9.93551 16.27064
O -9.15740 11.85031 16.04951
H -8.55625 11.07975 17.86772
H -10.15133 11.55630 17.83634
H -10.22609 9.39182 17.91062
H -9.37593 8.94374 16.47048
H -11.26665 10.10569 15.29277
H -10.00826 12.28294 15.85939

## Properties
Max |F|: 4.5 eV/Å
E_tot: -76869.6420 eV
E_HOMO: -0.3434 Ha

Results of the Mulliken charge analysis, in e, for atoms 1 through 4: -1.081, 1.029, -1.560, 0.120

***

# 2
The following is a quantum chemistry calculation of C25H7Cl80F3O3S as an isolated structure, from the OMol25 dataset.

Positions of all 119 atoms, in Å:
O 5.97694 0.38420 2.38174
S 4.61166 0.18140 2.75779
O 4.49025 -0.42492 4.05229
C 3.79928 1.77088 2.71358
C 2.31722 1.81504 2.23635
C 1.68647 0.47817 1.75195
C 0.37614 0.29081 2.52979
F 0.61184 0.35954 3.88531
F -0.11342 -0.98499 2.33308
F -0.57117 1.19618 2.18101
C 2.50629 -0.79244 1.99501
O 3.88414 -0.67709 1.60840
H 4.39794 2.38646 2.05018
H 3.87584 2.21266 3.70076
H 2.30150 2.52342 1.40399
H 1.73524 2.30450 3.00842
H 1.38078 0.51327 0.71316
H 2.38130 -1.13648 3.01876
H 2.08314 -1.56832 1.36725
C -4.02256 1.68021 3.18963
Cl -4.41568 2.38948 1.61620
Cl -2.75527 2.68003 3.89800
Cl -5.45177 1.62371 4.22018
Cl -3.40933 0.03470 2.96444
C -1.78051 -1.93783 -1.29335
Cl -2.50101 -1.04433 0.05072
Cl -3.05646 -2.45585 -2.39679
Cl -0.63682 -0.89125 -2.14229
Cl -0.93566 -3.35870 -0.67139
C 3.31733 0.79854 -3.12749
Cl 3.83969 -0.88245 -3.25518
Cl 4.18466 1.77704 -4.31317
Cl 1.57748 0.91878 -3.42151
Cl 3.67317 1.39238 -1.49990
C -2.16124 6.70194 4.30656
Cl -2.52835 7.54820 5.81267
Cl -3.66910 6.22866 3.51160
Cl -1.25082 7.75439 3.22458
Cl -1.20510 5.25997 4.66810
C -5.81079 -5.04667 -0.41398
Cl -4.81121 -3.65571 0.01336
Cl -6.45415 -5.78398 1.05833
Cl -7.14914 -4.53076 -1.44498
Cl -4.82342 -6.23092 -1.28254
C -0.65757 -7.25810 1.18542
Cl -1.02855 -6.87756 2.86991
Cl -0.04080 -8.90832 1.07290
Cl -2.12843 -7.11510 0.21310
Cl 0.56822 -6.13221 0.58325
C 1.92235 3.74111 7.17147
Cl 0.59942 3.33594 6.07166
Cl 1.78885 2.77472 8.64253
Cl 3.46188 3.39759 6.37394
Cl 1.83913 5.45824 7.57878
C 2.89372 6.70574 2.11007
Cl 2.97144 5.72445 3.57939
Cl 4.51928 7.20604 1.63243
Cl 2.17489 5.73933 0.80695
Cl 1.91212 8.14510 2.39669
C 6.71134 -3.20496 -4.74279
Cl 6.23428 -2.72257 -6.37431
Cl 7.50382 -1.84942 -3.93258
Cl 5.27299 -3.67675 -3.82659
Cl 7.82440 -4.57307 -4.83133
C -6.36648 -4.46196 -5.61848
Cl -7.96852 -3.76142 -5.87922
Cl -6.53082 -6.19170 -5.30035
Cl -5.37384 -4.19866 -7.05735
Cl -5.60640 -3.68677 -4.22436
C -0.98914 -12.82371 -0.26528
Cl -0.39294 -13.43311 -1.81277
Cl 0.38174 -12.47830 0.79850
Cl -1.91311 -11.34267 -0.53038
Cl -2.02529 -14.04032 0.48800
C 7.40614 3.64600 7.51876
Cl 6.86774 3.28958 5.87101
Cl 6.23978 3.00268 8.67951
Cl 8.98188 2.89742 7.79302
Cl 7.53922 5.39589 7.72543
C -0.81851 9.58753 -0.44498
Cl -1.14073 10.49681 1.03784
Cl -2.34992 9.09536 -1.17924
Cl 0.07667 10.61173 -1.57249
Cl 0.14352 8.15452 -0.06362
C -0.70113 3.31306 -1.21809
Cl -0.81809 2.95417 -2.94695
Cl -2.08263 2.62167 -0.35888
Cl 0.78114 2.60218 -0.55504
Cl -0.65858 5.06306 -0.97740
C -4.48216 -7.99480 -8.67437
Cl -6.11560 -7.36733 -8.92770
Cl -4.57065 -9.73275 -8.36628
Cl -3.50834 -7.70081 -10.11899
Cl -3.73796 -7.19079 -7.28781
C -6.74876 5.09810 -0.51858
Cl -8.31151 5.91067 -0.65107
Cl -7.00179 3.35356 -0.38036
Cl -5.78179 5.43730 -1.95828
Cl -5.89742 5.69237 0.91110
C -7.00163 -2.50054 -10.73388
Cl -8.65649 -1.92194 -10.95840
Cl -6.22408 -2.69079 -12.30933
Cl -6.09495 -1.33175 -9.76602
Cl -7.02751 -4.05528 -9.89715
C 7.72626 3.17777 -0.65148
Cl 9.01651 4.03854 -1.49886
Cl 8.43250 2.12315 0.57196
Cl 6.65547 4.34463 0.14316
Cl 6.76239 2.25526 -1.81960
C -7.49043 -1.10885 6.16232
Cl -8.68517 -1.48079 4.91521
Cl -7.81834 -2.07849 7.60224
Cl -5.87302 -1.48142 5.55782
Cl -7.59250 0.61003 6.57920
C 9.50526 -0.38817 -3.16813
Cl 8.77061 0.35046 -4.60025
Cl 10.92277 0.55234 -2.68618
Cl 8.33539 -0.40250 -1.85180
Cl 9.99921 -2.04311 -3.55102

## Properties
Max |F|: 5.9 eV/Å
E_tot: -1052954.3278 eV
E_HOMO: -0.3724 Ha

Results of the Mulliken charge analysis, in e, for atoms 1 through 4: -0.589, 1.174, -0.692, -0.264

***

The lowest E_tot belongs to which entry?
C25H7Cl80F3O3S

***

Among the records above, which one has the lowest E_tot?
C25H7Cl80F3O3S

***

The highest E_HOMO belongs to which entry?
C25H76N10O17